#one
Below is a structure of composition C5H3NO, with properties calculated with ωB97M-V/def2-TZVPD.

Last column: Löwdin charge in e.
Element x y z (Å)
C 0.47 0.26 0.72  -0.0133
C -1.30 1.15 -0.74  0.0683
C 0.16 -1.08 0.01  -0.1342
C -0.42 1.10 0.23  -0.0023
C -1.87 -0.12 -0.21  -0.4880
N -0.96 -1.24 -0.51  0.1289
O -2.61 -0.20 0.70  0.1474
H 1.28 0.27 1.41  0.0905
H -1.20 1.45 -1.69  0.0855
H 0.82 -1.93 0.01  0.1171

Values from the calculation:
LUMO energy (spin up / spin down) (eV): -0.90 / -0.90
Frontier orbital gap (spin up / spin down) (eV): 8.51 / 8.51
Multiplicity: 1
Highest occupied orbital energy (spin up / spin down) (eV): -9.41 / -9.41

=====

#two
Below is an isolated molecule of C5H3NO, with properties calculated with ωB97M-V/def2-TZVPD.

Last column: Löwdin charge in e.
Element x y z (Å)
O -2.30 -0.16 0.18  0.1749
C -1.12 -0.15 0.05  -0.3279
C -0.14 -1.15 -0.57  -0.1158
C 1.13 -0.45 -0.34  -0.2074
C 1.84 0.48 0.06  0.0252
C -0.23 1.02 0.54  -0.0834
N 0.15 2.05 1.01  0.1747
H -0.40 -1.31 -1.62  0.1314
H -0.24 -2.11 -0.06  0.1311
H 1.31 1.78 0.76  0.0972

Values from the calculation:
LUMO energy (eV): -1.10
Frontier orbital gap (eV): 8.89
Multiplicity: 1
Highest occupied orbital energy (eV): -9.99

=====

The least stable of them is #two.

=====

#one
Below is an isolated molecule of C5H3NO, with properties calculated with ωB97M-V/def2-TZVPD.

Last column: Löwdin charge in e.
Element x y z (Å)
N -1.83 -2.19 1.38  0.1647
C -1.19 -1.42 0.80  -0.1632
C -0.37 -0.45 0.11  -0.3332
C 0.91 -0.06 0.60  -0.0389
O 1.28 1.01 -0.03  0.0469
C 0.25 1.40 -0.90  -0.1412
C -0.88 0.63 -0.86  0.0078
H 1.57 -0.48 1.33  0.1553
H 0.49 2.31 -1.43  0.1080
H -0.21 -0.75 -1.00  0.1938

Values from the calculation:
LUMO energy (eV): -0.63
Frontier orbital gap (eV): 8.73
Multiplicity: 1
Highest occupied orbital energy (eV): -9.36

=====

#two
Below is a structure of composition C5H3NO, with properties calculated with ωB97M-V/def2-TZVPD.

Last column: Löwdin charge in e.
Element x y z (Å)
C 2.74 0.90 0.50  0.1219
C 1.59 0.46 0.13  -0.2540
C 0.18 0.16 0.26  -0.3210
C -0.91 0.93 0.00  -0.0370
O -1.96 0.13 -0.18  -0.0186
N -1.59 -1.19 -0.11  0.0902
C -0.31 -1.18 0.14  -0.0944
H 1.02 -0.11 -0.85  0.2205
H -1.05 1.99 -0.09  0.1497
H 0.29 -2.09 0.19  0.1427

Values from the calculation:
LUMO energy (eV): -1.00
Frontier orbital gap (eV): 8.74
Multiplicity: 1
Highest occupied orbital energy (eV): -9.74

=====

The least stable of them is #two.

=====

#one
Below is an isolated molecule of C2H3Cl2F, with properties calculated with ωB97M-V/def2-TZVPD.

Last column: Löwdin charge in e.
Element x y z (Å)
F 0.28 0.38 -1.63  -0.1193
C -0.17 0.69 -0.30  -0.8975
Cl 0.60 2.05 0.15  0.7904
C -0.03 -0.69 0.42  -0.4947
Cl 1.51 -1.69 0.17  0.5001
H -1.24 1.03 -0.17  0.1095
H -0.14 -0.77 1.53  0.0882
H -0.81 -1.00 -0.16  0.0233

Values from the calculation:
LUMO energy (eV): 0.74
Frontier orbital gap (eV): 11.67
Multiplicity: 1
Highest occupied orbital energy (eV): -10.93
Structure (SMILES): F[C@H](Cl)CCl

=====

#two
Below is an isolated molecule of C2H3Cl2F, with properties calculated with ωB97M-V/def2-TZVPD.

Last column: Löwdin charge in e.
Element x y z (Å)
F 1.58 0.93 0.23  -0.1021
C 0.38 0.38 0.72  -0.2226
C -0.31 -0.44 -0.46  -1.0421
Cl -1.82 0.39 -1.06  0.4997
Cl 0.75 -0.67 -1.83  0.6029
H -0.27 1.18 1.02  0.0907
H 0.48 -0.33 1.48  0.0896
H -0.79 -1.43 -0.09  0.0840

Values from the calculation:
LUMO energy (eV): 0.84
Frontier orbital gap (eV): 11.85
Multiplicity: 1
Highest occupied orbital energy (eV): -11.02
Structure (SMILES): FCC(Cl)Cl

=====

The least stable of them is #one.